Record 1
A structure of composition C33H30FN4O8RhS at a distorted geometry, computed with ωB97M-V with the def2-TZVPD basis set.

```
78
Properties=species:S:1:pos:R:3:forces:R:3:lowdin_charge:R:1
Rh 0.024534 0.312361 0.572653 -1.9 -0.1 -1.2 1.33
O 0.632285 2.004693 1.580448 1.0 -0.5 0.2 -0.19
C 0.301879 3.174827 1.051943 -0.1 -0.4 0.1 -0.36
C 1.242954 4.218219 1.024828 0.1 0.0 0.1 -0.01
C 0.948140 5.437433 0.449740 0.0 -0.1 0.1 -0.07
C -0.302543 5.671550 -0.121078 0.1 0.1 0.0 -0.10
C -1.253434 4.678776 -0.063279 -0.1 -0.1 0.0 -0.04
C -0.979461 3.446525 0.534224 0.0 0.0 -0.2 -0.11
C -1.996323 2.423176 0.676195 -0.2 0.2 0.3 -0.25
N -1.803506 1.193203 1.125261 0.7 -0.4 -0.6 0.02
C -3.033807 0.582255 1.235363 0.1 0.0 0.2 -0.10
C -3.991456 1.455427 0.852834 0.0 0.1 0.0 -0.06
N -3.321129 2.612199 0.499661 -0.2 0.0 0.0 0.13
H 2.212599 4.024239 1.461498 0.0 0.0 0.0 0.11
H 1.702508 6.214920 0.433204 0.0 0.0 0.0 0.11
H -0.516487 6.612859 -0.608983 0.0 0.0 0.0 0.10
H -2.225764 4.863420 -0.510832 0.0 0.0 0.0 0.11
H -3.140986 -0.417818 1.620805 0.1 0.0 -0.1 0.12
H -5.062699 1.367113 0.813349 0.0 0.0 0.0 0.11
H -3.740980 3.465942 0.178331 0.0 0.0 0.1 0.15
C -2.324272 -6.749912 1.483291 0.1 0.0 0.0 -0.05
C -3.166631 -5.992036 0.474109 -0.1 -0.1 0.2 -0.30
C -4.636878 -5.978544 0.871570 -0.1 0.1 -0.1 -0.14
C -5.461091 -5.402209 -0.270848 0.1 0.0 0.0 -0.13
C -4.903117 -4.069041 -0.708018 -0.1 -0.1 0.0 -0.13
C -5.695766 -3.167067 -1.381418 0.0 0.0 0.0 0.05
C -5.181139 -1.932600 -1.766359 0.0 0.0 0.0 -0.26
F -5.980415 -1.093189 -2.449688 0.0 0.0 0.0 0.07
C -3.914431 -1.548958 -1.444951 0.1 0.1 0.0 0.07
C -3.104147 -2.432331 -0.719666 0.0 0.1 -0.1 -0.04
C -1.798848 -1.969305 -0.252233 -0.2 -0.2 -0.3 -0.30
O -1.366365 -0.860531 -0.644707 0.8 0.3 0.4 -0.06
C -1.126419 -2.837067 0.625113 0.0 0.1 0.4 -0.02
C -1.591818 -4.109336 0.803224 0.0 -0.1 -0.1 0.05
N -2.736469 -4.585957 0.290786 0.0 0.1 0.1 0.03
C -3.578050 -3.707640 -0.390082 0.0 0.0 0.0 -0.07
C 0.019836 -2.424578 1.520863 0.1 0.0 -0.4 -0.58
O 0.769157 -3.290191 1.914202 0.1 0.0 0.4 0.09
O 0.016576 -1.187192 1.931374 -0.1 1.0 0.2 -0.12
H -2.720284 -7.762332 1.558107 0.0 0.0 0.0 0.09
H -2.377831 -6.286795 2.470545 0.0 0.0 0.0 0.10
H -1.279861 -6.830053 1.183013 0.0 0.0 0.0 0.09
H -3.079331 -6.485917 -0.498577 0.0 0.0 -0.1 0.16
H -4.748745 -5.357690 1.765859 0.0 -0.1 0.0 0.14
H -4.965866 -6.988915 1.113744 0.0 0.0 0.0 0.12
H -6.504210 -5.281162 0.023579 0.0 0.0 0.0 0.12
H -5.447181 -6.096773 -1.116550 0.0 0.0 0.0 0.13
H -6.729791 -3.404445 -1.600576 0.0 0.0 0.0 0.13
H -3.523903 -0.577465 -1.717618 0.0 0.0 0.0 0.14
H -0.980751 -4.768042 1.401720 -0.1 0.0 0.0 0.13
C 6.957676 3.073958 -0.186856 -0.1 -0.1 0.0 -0.05
C 5.564147 2.828016 -0.699421 0.0 0.0 0.1 -0.25
C 5.222956 3.114716 -2.019812 0.0 0.0 -0.1 -0.03
C 3.934621 2.912057 -2.476552 0.0 0.0 0.0 -0.05
C 2.973933 2.423005 -1.599733 -0.1 0.0 0.1 -0.28
C 3.288981 2.118400 -0.286245 0.0 0.0 -0.1 -0.06
C 4.587438 2.318692 0.150068 0.0 0.1 0.0 -0.01
S 1.341370 2.261284 -2.227587 -0.4 0.4 -0.1 0.67
O 0.466616 1.628828 -1.256655 0.1 -0.4 0.3 -0.32
O 0.921858 3.533943 -2.737044 0.0 0.0 0.0 -0.26
N 1.398271 1.301675 -3.539202 0.1 0.0 -0.2 -0.13
C 2.083655 0.000106 -3.564429 -0.1 -0.2 0.1 -0.20
C 1.590407 -0.920120 -2.458113 0.0 0.2 0.2 -0.09
C 2.361537 -0.707434 -1.142464 -0.6 0.0 -0.2 -0.63
O 3.571267 -0.596147 -1.183709 0.0 -0.2 0.1 0.07
O 1.648905 -0.722956 -0.053821 0.6 0.2 0.4 -0.16
H 7.667805 3.202819 -1.003131 0.0 0.0 0.0 0.07
H 7.290500 2.240848 0.433540 0.0 0.0 0.0 0.08
H 6.980015 3.974217 0.430805 0.0 0.0 0.0 0.08
H 5.974356 3.495246 -2.701319 0.0 0.0 0.0 0.11
H 3.672991 3.136119 -3.503974 0.0 0.0 0.0 0.12
H 2.540987 1.719436 0.383639 0.0 0.0 0.0 0.09
H 4.843463 2.055176 1.170304 0.0 0.0 0.0 0.13
H 1.563929 1.888842 -4.346746 0.0 -0.1 0.0 0.11
H 3.165998 0.103885 -3.466386 0.1 0.1 0.0 0.11
H 1.862179 -0.427776 -4.540931 0.0 0.0 0.0 0.12
H 1.779604 -1.954539 -2.748719 0.0 0.0 0.0 0.13
H 0.523151 -0.784144 -2.286479 0.0 -0.1 -0.1 0.09
```
Positions in Å, forces in eV/Å.

Energy relative to the best compared isomer or geometry (same formula, charge and spin) (kcal per mole): 23.1
Gap between HOMO and LUMO (eV): 7.18
LUMO (eV): -0.4
E_HOMO (eV): -7.6069

---

Record 2
A structure of composition C33H31Br2FN9O7Ti, computed with ωB97M-V with the def2-TZVPD basis set.

```
84
Properties=species:S:1:pos:R:3:forces:R:3:lowdin_charge:R:1
Ti -0.275271 0.186178 -0.292921 -0.1 -0.8 0.0 1.25
N 3.331367 0.740589 -0.051338 0.0 0.0 0.0 0.07
C 2.851380 1.678925 0.954179 0.0 0.0 0.0 -0.29
C 3.895781 2.709874 1.456667 0.1 0.0 0.0 -0.12
C 4.275899 2.565983 2.936946 0.0 0.0 0.0 -0.17
C 3.352584 3.344572 3.870320 -0.1 0.0 0.0 -0.15
N 1.943491 3.078540 3.596438 0.1 0.0 0.2 0.10
C 1.232906 2.081378 4.085203 0.0 0.1 0.0 -0.44
N 1.696874 1.296272 5.063245 0.1 -0.1 0.0 0.22
N -0.010767 1.875629 3.623041 -0.1 0.1 0.1 0.21
C 1.530117 2.317097 0.513278 0.0 -0.1 -0.3 -0.53
O 1.106221 3.325334 1.073020 -0.1 0.1 -0.1 0.03
O 0.892488 1.713183 -0.437401 0.2 0.5 0.1 -0.12
H 4.193241 0.312351 0.266331 0.0 0.0 0.0 0.09
H 3.534793 1.215678 -0.924340 0.0 0.0 0.0 0.10
H 2.530412 1.060142 1.803672 0.0 0.0 0.0 0.14
H 3.560893 3.731352 1.260272 0.0 0.0 0.0 0.12
H 4.793853 2.564803 0.855521 0.0 0.0 0.0 0.12
H 5.290132 2.932499 3.104078 0.0 0.0 0.0 0.12
H 4.289736 1.504350 3.207371 0.0 0.0 0.0 0.11
H 3.492684 4.414675 3.716584 0.0 0.0 0.0 0.13
H 3.572226 3.164020 4.923532 0.0 0.0 0.0 0.12
H 1.602592 3.458140 2.704736 0.0 0.0 0.0 0.11
H 2.649647 1.356034 5.371861 0.0 0.0 0.0 0.11
H 1.104772 0.606112 5.489338 0.0 0.0 0.0 0.13
H -0.245178 2.363330 2.767261 0.0 0.0 0.0 0.09
H -0.338940 0.920974 3.614581 0.0 0.0 0.0 0.11
O -1.427256 1.043845 -1.935275 0.0 0.0 0.0 -0.03
C -1.401094 0.834514 -3.149295 0.0 0.0 0.0 -0.10
C -0.475885 -0.022702 -3.824096 0.0 0.0 -0.1 -0.10
C -0.545098 -0.150954 -5.216585 0.0 0.0 0.0 0.07
C 0.366584 -0.950658 -5.848754 0.0 0.1 -0.1 -0.13
C 1.358924 -1.634920 -5.141714 0.0 0.0 0.0 0.04
C 1.434207 -1.515551 -3.775988 0.0 0.0 -0.1 0.04
C 0.511385 -0.708227 -3.085217 0.0 0.0 0.1 -0.26
O 0.580883 -0.616130 -1.785833 0.1 0.0 -0.2 -0.16
N 0.301925 -1.092112 -7.311417 -0.3 -0.4 0.1 -0.36
O -0.594911 -0.513232 -7.887467 0.1 0.1 0.0 0.09
O 1.115109 -1.823266 -7.834989 0.1 0.1 0.0 0.09
H -2.143117 1.355384 -3.768165 0.0 0.0 0.0 0.15
H -1.299656 0.369436 -5.791352 0.0 0.0 0.0 0.14
H 2.054628 -2.254612 -5.689266 0.0 0.0 0.0 0.13
H 2.189059 -2.042902 -3.210229 0.0 0.0 0.0 0.12
Br -3.848539 -2.739412 7.604592 0.0 0.0 0.0 0.75
C -4.738699 -1.643651 6.348725 0.0 0.0 0.0 -0.70
C -4.151305 -0.451569 5.952463 0.0 0.0 0.0 -0.12
C -4.788368 0.344477 5.016121 0.0 0.0 -0.1 -0.03
C -6.012107 -0.053677 4.495720 -0.1 -0.1 -0.2 -0.28
C -6.625257 -1.213270 4.942124 0.0 -0.1 0.1 -0.02
C -5.974247 -2.030198 5.854574 0.0 0.0 0.0 -0.11
N -6.747410 0.796215 3.593239 0.2 0.2 0.0 0.10
N -6.285320 1.123281 2.495548 -0.1 -0.3 0.0 0.09
C -5.095687 0.519510 1.954450 0.0 0.2 0.2 -0.22
C -4.994132 -0.819310 1.686078 0.0 0.0 0.1 0.00
C -3.878960 -1.356817 1.007266 0.0 0.1 -0.1 0.03
C -2.859736 -0.528143 0.619934 0.0 -0.1 0.0 -0.29
O -1.766453 -0.913187 -0.042722 -0.2 0.0 0.0 -0.17
C -2.942687 0.854220 0.914260 0.0 0.0 0.0 -0.14
N -1.870986 1.592952 0.522211 0.0 -0.1 -0.1 0.05
C -1.927782 2.898948 0.642713 0.0 0.0 0.0 -0.08
C -3.040397 3.549293 1.216292 0.1 0.0 0.0 -0.01
C -4.098086 2.813737 1.673539 0.0 -0.1 0.0 0.03
C -4.073257 1.407197 1.527890 0.0 0.0 0.0 -0.09
H -3.206558 -0.147772 6.381614 0.0 0.0 0.0 0.10
H -4.342037 1.279060 4.699682 0.0 0.0 0.0 0.12
H -7.605555 -1.477642 4.567474 0.0 0.0 0.0 0.12
H -6.431508 -2.949680 6.191601 0.0 0.0 0.0 0.11
H -5.795529 -1.483746 1.979792 0.0 0.0 0.0 0.12
H -3.838273 -2.411089 0.769124 0.0 0.0 0.0 0.13
H -1.066597 3.455284 0.297963 0.0 0.0 0.0 0.11
H -3.037555 4.627718 1.284849 0.0 0.0 0.0 0.11
H -4.961252 3.288601 2.121429 0.0 0.0 0.0 0.12
Br 2.711541 -5.899926 1.971536 0.0 0.0 0.0 0.79
C 1.921043 -4.317762 1.333519 0.0 0.0 0.0 -0.69
C 2.616598 -3.494275 0.464773 0.0 0.0 0.0 -0.09
C 1.988456 -2.343440 0.017925 0.0 0.0 0.0 -0.11
N 0.759991 -1.995874 0.393099 -0.1 0.2 0.0 0.02
C 0.106996 -2.794149 1.233697 0.0 0.0 0.0 -0.10
C 0.640249 -3.971291 1.729646 0.0 0.0 0.0 -0.09
H 3.616582 -3.740430 0.138484 0.0 0.0 0.0 0.11
H 2.483542 -1.660362 -0.658596 0.0 0.0 0.0 0.09
H -0.889814 -2.476962 1.512475 0.0 0.0 0.0 0.11
H 0.068666 -4.599024 2.397438 0.0 0.0 0.0 0.11
F 0.152941 0.231495 1.508041 0.1 0.1 0.1 -0.35
```
Positions in Å, forces in eV/Å.

Energy relative to the best compared isomer or geometry (same formula, charge and spin) (kcal per mole): 0.0
Gap between HOMO and LUMO (eV): 7.17
Charge: +1
LUMO (eV): -3.1
E_HOMO (eV): -10.3028

---

Record 3
A structure of composition C33H31Cl2NNiOPS3 at a distorted geometry, computed with ωB97M-V with the def2-TZVPD basis set.

```
73
Properties=species:S:1:pos:R:3:forces:R:3:lowdin_charge:R:1
Ni 0.253674 -0.794488 -0.494418 0.7 -2.1 -0.7 0.58
C -5.089026 -0.170088 1.296182 -0.1 -0.6 -0.2 -0.53
C -4.276926 0.342112 0.118282 0.4 0.1 0.2 -0.47
S -2.595026 -0.399588 0.068282 -0.2 0.0 -0.5 0.84
C -2.631226 -1.294388 -1.529918 -0.1 0.1 0.5 -0.53
C -3.473326 -2.553288 -1.450118 0.3 -0.6 0.0 -0.52
S -2.674326 -3.773588 -0.345918 -0.2 0.0 -0.1 0.86
C -3.995026 -4.094988 0.859482 0.3 0.3 -0.3 -0.54
C -4.320726 -2.905888 1.751782 -0.4 0.1 0.2 -0.52
S -5.691926 -1.879688 1.079282 0.1 0.1 0.2 0.88
H -5.995026 0.428212 1.395282 0.0 0.1 0.1 0.07
H -4.525026 -0.113388 2.225682 0.0 0.1 0.1 0.08
H -4.143326 1.420312 0.211882 0.0 0.1 -0.1 0.06
H -4.777626 0.117812 -0.823118 0.1 0.0 0.0 0.08
H -1.571526 -1.545488 -1.735218 -0.5 0.0 -0.2 0.04
H -3.010326 -0.614588 -2.296718 0.2 0.0 -0.1 0.08
H -3.567026 -3.009688 -2.436118 0.0 0.1 -0.1 0.08
H -4.467926 -2.345388 -1.052518 0.1 0.1 -0.2 0.02
H -3.589926 -4.907788 1.461982 -0.1 -0.1 0.0 0.07
H -4.874426 -4.450288 0.324282 -0.1 -0.1 0.1 0.07
H -3.451026 -2.265288 1.883882 0.0 -0.1 0.1 0.04
H -4.664426 -3.269788 2.719982 0.1 0.1 0.1 0.07
Cl 0.687174 -5.482788 0.717582 -0.1 -0.2 0.1 0.75
C 1.944674 -4.438288 0.212182 -0.7 1.4 -0.6 -0.58
C 3.268074 -4.868588 0.237882 0.7 0.2 -0.1 -0.11
C 4.298074 -4.057588 -0.186218 -0.6 -0.1 0.1 -0.61
Cl 5.924274 -4.598488 -0.066718 0.2 -0.2 0.0 0.74
C 4.031874 -2.760888 -0.694618 -0.2 -0.1 0.1 -0.17
C 5.013174 -1.876088 -1.176618 -0.2 0.3 -0.1 0.01
C 4.628274 -0.638088 -1.624418 0.1 -0.1 0.1 -0.02
C 3.279274 -0.274388 -1.576018 -0.1 0.1 -0.2 -0.09
N 2.338474 -1.078788 -1.128518 -0.7 0.3 0.1 0.07
C 2.688474 -2.314688 -0.703518 -0.4 -0.8 0.4 -0.14
C 1.592074 -3.146188 -0.245718 2.7 -1.3 0.1 -0.39
O 0.401774 -2.697988 -0.262218 -2.0 1.8 0.2 -0.15
H 3.476274 -5.854988 0.615582 0.1 -0.2 0.0 0.11
H 6.048274 -2.178088 -1.209118 0.1 0.0 0.1 0.10
H 5.348174 0.067712 -2.003018 0.1 0.1 -0.1 0.11
H 2.964374 0.697412 -1.932018 0.0 0.0 0.1 0.09
C -2.491426 3.964812 2.417382 0.0 0.0 0.0 -0.06
C -1.648326 3.085012 3.076282 -0.1 0.0 0.1 -0.06
C -0.789726 2.279312 2.355882 0.1 0.0 -0.1 -0.08
C -0.758826 2.373712 0.965982 -0.3 -0.4 0.0 -0.37
C -1.617926 3.241012 0.304482 0.2 -0.1 -0.1 -0.09
C -2.480126 4.038412 1.034882 -0.1 0.1 0.0 -0.07
P 0.398574 1.293212 0.084782 0.7 2.2 0.8 1.02
C 0.635874 2.082212 -1.538218 0.0 -0.5 0.0 -0.36
C 1.777274 2.765612 -1.940818 -0.1 0.1 0.1 -0.10
C 1.887474 3.205012 -3.251018 0.1 0.1 0.0 -0.06
C 0.864574 2.978912 -4.156918 0.0 0.0 0.0 -0.05
C -0.270726 2.284012 -3.766018 0.0 0.0 -0.2 -0.05
C -0.373226 1.818912 -2.468518 0.0 -0.1 0.1 -0.12
C 1.902674 1.529812 1.078182 -0.1 -0.5 -0.2 -0.37
C 2.430874 0.373312 1.645682 -0.3 -0.1 -0.1 -0.11
C 3.593474 0.421912 2.388582 0.1 0.0 0.1 -0.05
C 4.248174 1.634112 2.543082 0.0 -0.1 0.1 -0.06
C 3.703174 2.798412 2.020982 0.0 0.1 0.0 -0.06
C 2.515574 2.756612 1.311182 0.0 0.0 -0.1 -0.08
H -3.157626 4.594912 2.982382 -0.1 0.1 0.1 0.11
H -1.662626 3.038812 4.153482 0.0 -0.1 0.1 0.11
H -0.122126 1.594612 2.862382 0.0 0.0 0.1 0.11
H -1.586726 3.311012 -0.773318 -0.1 0.1 0.0 0.10
H -3.136526 4.726612 0.526082 -0.1 0.1 -0.1 0.11
H 2.579474 2.947112 -1.239418 0.0 0.0 0.0 0.10
H 2.779874 3.727212 -3.565518 0.0 0.0 0.0 0.12
H 0.958974 3.337912 -5.170418 0.0 0.0 -0.1 0.11
H -1.064826 2.100112 -4.476418 0.0 0.0 0.0 0.11
H -1.237226 1.238612 -2.158718 -0.1 0.1 0.0 0.08
H 1.895574 -0.565188 1.498582 0.3 0.1 0.1 0.09
H 3.983374 -0.481388 2.834982 0.1 0.0 0.0 0.11
H 5.169574 1.673112 3.101282 0.1 0.0 0.1 0.11
H 4.207274 3.742112 2.162582 0.0 0.1 0.1 0.11
H 2.064874 3.670112 0.949482 0.0 0.1 -0.1 0.12
```
Positions in Å, forces in eV/Å.

Gap between HOMO and LUMO (spin up / spin down) (eV): 7.40 / 5.45
Spin multiplicity: 3
⟨S²⟩: 2.019
Charge: +1
LUMO (spin up / spin down) (eV): -2.9 / -4.7
E_HOMO (spin up / spin down) (eV): -10.2718 / -10.1970